No. 1
# C29H38N4O2OsP2

C29H38N4O2OsP2 as an isolated structure at a distorted geometry (the ωB97M-V functional and the def2-TZVPD basis, OMol25).

Geometry as XYZ:
```
76
Properties=species:S:1:pos:R:3:lowdin_spin:R:1
Os -0.124 1.048 -4.018 1.312
C -1.476 1.454 -5.465 0.051
C -1.040 0.107 -5.604 0.116
C -0.034 -0.347 -6.592 0.031
C 1.027 0.756 -6.724 0.017
C 1.327 1.415 -5.407 0.051
C 0.831 2.611 -4.767 0.079
C -0.255 3.531 -5.217 0.031
C -1.157 2.744 -6.169 0.010
C 0.554 1.626 -2.040 0.218
H -2.563 1.409 -5.379 0.016
H -1.804 -0.640 -5.380 0.003
H -0.538 -0.536 -7.554 0.009
H 0.396 -1.305 -6.267 0.002
H 1.953 0.251 -7.037 0.000
H 0.710 1.451 -7.504 0.003
H 2.400 1.285 -5.161 0.006
H 1.555 3.092 -4.100 0.015
H 0.167 4.441 -5.649 0.006
H -0.853 3.822 -4.332 0.005
H -2.095 3.304 -6.289 0.001
H -0.714 2.600 -7.160 0.002
H -0.200 2.413 -1.890 0.031
H 1.555 2.091 -2.006 0.022
H 0.430 0.921 -1.186 0.005
P 1.565 -0.718 -2.884 0.100
P -1.762 -0.605 -2.795 0.271
N 3.278 -0.123 -3.418 0.002
N 2.392 -1.643 -1.514 0.037
N -3.473 0.552 -3.549 0.124
N -2.938 -1.722 -1.924 0.038
C 0.894 -2.097 -3.844 0.025
C -0.650 -2.163 -3.685 0.171
C 3.790 1.185 -3.295 0.001
C 5.167 1.159 -3.517 0.000
C 5.539 -0.204 -3.705 0.001
C 4.370 -0.967 -3.637 0.001
C 3.035 -1.005 -0.448 0.001
C 3.845 -1.922 0.209 0.002
C 3.729 -3.159 -0.489 0.003
C 2.867 -2.954 -1.539 0.006
C -3.372 1.930 -3.522 0.331
C -4.547 2.533 -4.036 0.117
C -5.393 1.461 -4.428 0.136
C -4.714 0.262 -4.113 0.322
C -4.213 -1.385 -1.478 0.004
C -4.622 -2.334 -0.556 0.011
C -3.535 -3.253 -0.372 0.011
C -2.507 -2.841 -1.217 0.000
H 1.320 -3.063 -3.529 0.004
H 1.220 -1.972 -4.888 0.002
H -1.128 -2.289 -4.673 0.002
H -0.922 -3.033 -3.084 0.014
H 3.135 2.033 -3.102 0.000
H 5.821 2.026 -3.543 0.000
H 6.536 -0.606 -3.848 0.000
H 4.248 -2.046 -3.696 0.000
H 2.876 0.057 -0.271 0.000
H 4.463 -1.720 1.078 0.000
H 4.236 -4.085 -0.261 0.000
H 2.563 -3.642 -2.326 0.000
H -2.513 2.499 -3.189 0.009
H -4.718 3.602 -4.090 0.002
H -6.375 1.540 -4.898 0.004
H -5.078 -0.761 -4.221 0.011
H -4.701 -0.509 -1.857 0.002
H -5.572 -2.332 -0.044 0.001
H -3.475 -4.071 0.329 0.001
H -1.508 -3.246 -1.345 0.000
C -0.519 -0.946 0.078 0.005
O -1.687 -0.051 -0.032 0.039
C -2.049 0.479 -1.239 0.081
O -2.735 1.495 -1.249 0.065
H -0.831 -1.818 0.671 0.000
H 0.253 -0.379 0.612 0.000
H -0.101 -1.298 -0.896 0.004
```

Values from the calculation:
Orbital gap (alpha / beta)   5.73 / 3.83 eV
Multiplicity   5
HOMO level (alpha / beta)   -13.2 / -13.2 eV
Lowest unoccupied orbital energy (alpha / beta)   -0.273 / -0.343 Ha
Relative energy (zero: lowest compared OMol25 entry of this formula, charge and spin)   5.728 eV
Energy   -2269.72413 hartree
Total charge   +2

=====

No. 2
# C3H4N2O

One molecule with the formula C3H4N2O at a distorted geometry (the ωB97M-V functional and the def2-TZVPD basis, OMol25).

Geometry as XYZ:
```
10
Properties=species:S:1:pos:R:3:nbo_charge:R:1
H 0.509 0.684 -2.567 0.345
N 0.535 0.207 -1.674 -0.657
C -0.185 0.787 -0.793 0.096
C -0.292 0.192 0.536 -0.047
O -0.986 0.714 1.606 -0.670
C 0.384 -0.942 0.549 0.481
N 1.105 -1.915 0.418 -0.586
H -0.815 1.664 -0.948 0.168
H -1.908 0.433 1.599 0.480
H 1.628 -1.817 1.284 0.389
```

Values from the calculation:
Orbital gap   8.99 eV
HOMO level   -8.5 eV
Lowest unoccupied orbital energy   0.017 Ha
SMILES   [H]/N=C/C(O)=C=N
Relative energy (zero: lowest compared OMol25 entry of this formula, charge and spin)   3.525 eV
Energy   -301.35770 hartree
Total charge   0

=====

No. 3
# C36H70N2O19P

A 6-piece molecular cluster, C36H70N2O19P overall at a distorted geometry (the ωB97M-V functional and the def2-TZVPD basis, OMol25).

Geometry as XYZ:
```
128
Properties=species:S:1:pos:R:3:mulliken_charge:R:1
C -0.518 5.296 -5.012 -0.733
C -0.861 4.317 -6.232 -0.189
O -0.032 3.138 -6.318 -0.445
C -0.363 2.172 -5.276 0.657
C -0.405 0.661 -5.801 -0.767
O -1.362 -0.193 -5.068 -0.303
C -2.687 0.233 -5.295 0.131
C -3.257 0.287 -6.760 -0.251
N -4.607 0.727 -6.915 0.434
P -5.204 0.709 -8.628 0.299
O -6.746 0.737 -8.615 -0.556
N -5.495 1.147 -6.027 -0.567
C -5.095 1.139 -4.673 0.148
C -6.188 1.647 -3.598 -0.074
C -7.045 2.907 -4.187 -0.468
O -6.922 4.015 -3.268 -0.366
C -8.188 4.688 -3.046 -0.183
C -8.931 5.191 -4.376 -0.812
C -3.673 0.675 -4.146 0.730
C -3.258 0.628 -2.614 0.019
C -3.185 -0.955 -2.204 -1.268
C -1.859 1.323 -2.265 -0.059
C -1.908 2.934 -2.195 -1.189
H -0.536 4.779 -3.986 0.085
H 0.459 5.851 -5.217 0.302
H -1.331 6.117 -4.944 0.309
H -1.985 4.078 -6.163 0.161
H -0.713 4.935 -7.196 0.333
H 0.459 2.293 -4.471 0.233
H -1.331 2.539 -4.788 -0.317
H 0.638 0.214 -5.590 0.337
H -0.538 0.602 -6.935 0.191
H -2.625 -0.025 -7.665 0.366
H -4.608 1.745 -9.413 0.173
H -4.831 -0.605 -9.110 0.133
H -5.717 2.027 -2.635 0.136
H -6.977 0.826 -3.408 0.301
H -6.627 3.275 -5.197 0.274
H -8.114 2.569 -4.391 0.287
H -8.862 4.025 -2.409 0.270
H -7.949 5.625 -2.419 0.212
H -8.290 5.171 -5.317 0.281
H -9.315 6.269 -4.244 0.189
H -9.862 4.534 -4.557 0.282
H -4.035 1.077 -1.899 0.194
H -2.582 -1.093 -1.238 0.342
H -4.282 -1.250 -1.996 0.356
H -2.790 -1.564 -3.083 0.323
H -1.584 0.970 -1.199 0.576
H -0.986 1.015 -2.927 -0.365
H -2.659 3.369 -2.931 0.232
H -0.834 3.327 -2.352 0.181
H -2.155 3.205 -1.100 0.456
C -10.604 11.053 -1.619 -1.110
C -10.848 9.923 -2.601 -0.210
O -10.576 8.651 -1.999 -0.313
C -11.533 8.180 -1.182 0.724
O -12.580 8.723 -0.927 -0.548
O -11.110 7.008 -0.678 -0.292
C -12.000 6.439 0.281 -0.660
H -9.597 10.986 -1.198 0.290
H -10.722 12.022 -2.108 0.360
H -11.303 11.005 -0.780 0.315
H -10.163 10.023 -3.446 0.300
H -11.864 9.951 -3.005 0.326
H -13.014 6.358 -0.116 0.312
H -11.992 7.036 1.196 0.296
H -11.641 5.436 0.518 0.212
C 1.682 -3.806 2.667 -1.240
C 2.824 -3.406 1.754 0.287
O 2.470 -3.593 0.376 -0.412
C 1.684 -2.644 -0.153 0.718
O 1.267 -1.664 0.418 -0.576
O 1.419 -2.985 -1.426 -0.382
C 0.516 -2.100 -2.079 -0.516
H 1.349 -4.823 2.444 0.313
H 1.987 -3.753 3.714 0.378
H 0.817 -3.152 2.528 0.337
H 3.684 -4.052 1.947 0.199
H 3.146 -2.377 1.936 0.066
H 0.853 -1.062 -2.006 0.270
H -0.484 -2.211 -1.655 0.246
H 0.478 -2.374 -3.134 0.287
C 4.793 0.842 0.673 -0.998
C 6.258 1.008 1.030 -0.214
O 6.430 2.004 2.045 -0.349
C 6.143 1.610 3.297 0.774
O 5.770 0.511 3.628 -0.541
O 6.320 2.661 4.114 -0.336
C 5.962 2.403 5.470 -0.612
H 4.352 1.806 0.405 0.319
H 4.675 0.152 -0.165 0.348
H 4.221 0.455 1.519 0.248
H 6.809 1.356 0.153 0.301
H 6.708 0.060 1.338 0.269
H 6.467 1.513 5.853 0.286
H 4.878 2.296 5.555 0.285
H 6.274 3.260 6.068 0.223
C 6.194 -8.534 4.479 -1.192
C 6.551 -7.755 5.730 -0.056
O 7.217 -6.529 5.401 -0.323
C 6.422 -5.532 4.978 0.708
O 5.221 -5.580 4.864 -0.571
O 7.200 -4.479 4.680 -0.323
C 6.485 -3.374 4.132 -0.548
H 7.079 -8.682 3.853 0.303
H 5.773 -9.508 4.736 0.377
H 5.463 -7.994 3.872 0.300
H 7.250 -8.339 6.333 0.217
H 5.671 -7.564 6.351 0.313
H 5.650 -3.083 4.773 0.298
H 6.132 -3.621 3.129 0.251
H 7.171 -2.529 4.060 0.214
C 12.064 -10.941 10.152 -1.080
C 10.800 -10.305 10.697 -0.173
O 10.746 -8.910 10.374 -0.360
C 10.379 -8.620 9.115 0.764
O 10.088 -9.419 8.257 -0.556
O 10.413 -7.286 8.969 -0.341
C 10.128 -6.845 7.642 -0.256
H 12.947 -10.390 10.488 0.291
H 12.147 -11.979 10.480 0.350
H 12.076 -10.924 9.060 0.306
H 10.799 -10.374 11.787 0.289
H 9.903 -10.820 10.340 0.300
H 9.186 -7.261 7.279 -0.041
H 10.950 -7.116 6.976 0.300
H 10.040 -5.758 7.660 0.236
```

Values from the calculation:
Orbital gap   6.55 eV
HOMO level   -11.6 eV
Lowest unoccupied orbital energy   -0.185 Ha
Energy   -3293.68551 hartree
Total charge   +1